Record 1
{"formula": "H38O19", "method": "ωB97M-V/def2-TZVPD", "species": ["O", "H", "H", "O", "H", "H", "O", "H", "H", "O", "H", "H", "O", "H", "H", "O", "H", "H", "O", "H", "H", "O", "H", "H", "O", "H", "H", "O", "H", "H", "O", "H", "H", "O", "H", "H", "O", "H", "H", "O", "H", "H", "O", "H", "H", "O", "H", "H", "O", "H", "H", "O", "H", "H", "O", "H", "H"], "xyz": [[7.74290, -13.61357, -7.50937], [8.66068, -13.63173, -7.78064], [7.25481, -13.48415, -8.32254], [6.70389, -18.20759, -6.77908], [6.88764, -17.38812, -6.31981], [6.00532, -17.98615, -7.39487], [12.97771, -18.49592, -1.94743], [13.00000, -17.55646, -1.76537], [12.26245, -18.82855, -1.40523], [9.10281, -16.77013, -4.63210], [10.05120, -16.67722, -4.72235], [8.98979, -17.51306, -4.03921], [9.38469, -12.00381, -3.11063], [9.61599, -12.90294, -2.87763], [8.67148, -11.77713, -2.51382], [13.13337, -15.65639, -2.04332], [13.74140, -15.75398, -1.31052], [13.60492, -15.11443, -2.67589], [10.77362, -14.03680, -1.73992], [11.03315, -13.81094, -0.84668], [11.55155, -14.44504, -2.11990], [4.65236, -11.77181, -0.75744], [4.67516, -12.69593, -1.00586], [4.07482, -11.74253, 0.00534], [4.07127, -15.59752, -5.48269], [4.82329, -15.24218, -5.00894], [3.66389, -16.20501, -4.86525], [10.13335, -18.92783, -2.73521], [10.55626, -19.41631, -3.44144], [9.55998, -19.56655, -2.31151], [5.18711, -14.55911, -0.91135], [4.74398, -15.40714, -0.88448], [6.11120, -14.77508, -1.03644], [3.71395, -14.16751, 1.77631], [3.38237, -14.97366, 2.17178], [4.54242, -14.42250, 1.37029], [4.85079, -17.43603, -1.12871], [4.38519, -18.23654, -0.88661], [4.54294, -17.23746, -2.01304], [8.02066, -15.15230, -2.11395], [7.83707, -15.30764, -3.04045], [8.97268, -15.22202, -2.04298], [7.25607, -15.08853, -5.26899], [8.00762, -15.58898, -4.95129], [7.62397, -14.48938, -5.91854], [8.09827, -18.92325, -0.69941], [8.66443, -18.30901, -0.23208], [8.46716, -19.78493, -0.50532], [6.02498, -17.58935, 1.85471], [6.01126, -17.25444, 0.95812], [6.74078, -17.11468, 2.27727], [11.94318, -16.76792, -4.62457], [12.34974, -16.61986, -3.77075], [12.46268, -17.46814, -5.01957], [7.71189, -11.44237, -0.81787], [6.77590, -11.56086, -0.65629], [8.05246, -11.07912, -0.00037]], "forces_ev_per_angstrom": [[0.2, 0.2, -0.1], [0.3, 0.1, -0.1], [-0.3, 0.0, -0.1], [0.1, -0.5, -0.1], [0.1, 0.5, 0.2], [-0.2, 0.1, -0.1], [0.5, -0.3, 0.0], [-0.1, 0.2, -0.2], [-0.3, -0.1, -0.1], [-0.2, -0.1, 0.0], [0.7, 0.0, 0.0], [0.0, -0.3, 0.4], [0.3, 0.3, -0.7], [0.0, -0.1, 0.2], [-0.3, 0.1, 0.4], [-0.1, 0.0, -0.1], [0.2, 0.1, 0.4], [0.3, 0.2, -0.3], [-0.3, -0.3, -0.1], [-0.1, 0.2, 0.2], [0.2, -0.2, 0.0], [0.3, 0.7, 0.0], [0.0, -0.7, -0.1], [-0.1, 0.0, 0.2], [-0.3, -0.1, -0.2], [0.6, 0.2, 0.0], [-0.2, -0.1, 0.1], [0.1, 0.1, 0.0], [0.3, -0.1, -0.3], [-0.5, 0.1, 0.1], [-0.2, 0.3, 0.3], [-0.2, -0.3, 0.1], [0.7, 0.0, -0.3], [-0.2, 0.2, 0.1], [-0.1, -0.2, 0.1], [0.3, 0.0, -0.4], [0.0, 0.2, 0.2], [-0.1, -0.3, 0.2], [0.1, 0.0, -0.4], [-0.5, -0.1, 0.5], [-0.2, 0.1, -0.4], [0.4, 0.2, 0.1], [-1.0, 0.1, 0.4], [0.4, -0.5, 0.0], [-0.3, 0.4, -0.4], [-0.2, -0.2, -0.3], [0.1, 0.3, 0.1], [-0.1, -0.3, 0.3], [-0.1, -0.1, 0.2], [0.0, 0.0, -0.5], [0.1, 0.1, 0.2], [-0.1, 0.3, -0.3], [0.0, -0.2, 0.4], [0.1, -0.2, -0.1], [0.4, 0.0, 0.0], [-0.8, 0.0, -0.1], [0.2, 0.1, 0.1]], "e_above_lowest_ev": 2.461, "max_force_ha_per_bohr": 0.02017, "total_energy_ha": -1452.3493}

=====

Record 2
{"formula": "H38O19", "method": "ωB97M-V/def2-TZVPD", "species": ["O", "H", "H", "O", "H", "H", "O", "H", "H", "O", "H", "H", "O", "H", "H", "O", "H", "H", "O", "H", "H", "O", "H", "H", "O", "H", "H", "O", "H", "H", "O", "H", "H", "O", "H", "H", "O", "H", "H", "O", "H", "H", "O", "H", "H", "O", "H", "H", "O", "H", "H", "O", "H", "H", "O", "H", "H"], "xyz": [[-0.21091, -0.52112, -3.93274], [0.33881, -0.94787, -3.31568], [-1.21786, -0.72818, -4.07765], [-2.44635, 2.27043, -2.66452], [-1.65494, 2.23358, -2.03261], [-2.65409, 3.17034, -2.88934], [4.28567, -1.72555, -0.77163], [4.84344, -1.06344, -0.31440], [3.76883, -1.52418, -1.51402], [-0.35541, 3.54407, 0.91356], [0.35326, 2.85657, 1.02683], [0.11164, 4.27376, 0.47534], [2.71927, -0.72614, -3.05223], [2.83454, 0.22159, -3.10838], [2.94063, -1.01848, -3.88859], [0.09902, 3.32188, -1.39613], [0.19087, 3.01624, -2.25643], [-0.43918, 2.99818, -0.79754], [2.37776, 1.19373, 1.06718], [2.11346, 0.27685, 1.39300], [1.86092, 1.20658, 0.23009], [1.11799, -1.32071, 4.06973], [0.84720, -0.52409, 4.49816], [0.38356, -1.85342, 4.32685], [-1.20007, 1.56909, 2.45979], [-1.69927, 2.44753, 2.29430], [-1.74047, 0.82992, 2.20522], [-2.30886, -2.33067, 3.02789], [-3.27698, -2.63014, 2.88628], [-1.72472, -2.53551, 2.35323], [-0.60593, -3.43928, -0.22309], [-0.58390, -4.22284, -0.77064], [0.16244, -3.47995, 0.27596], [2.19977, -3.69328, -0.38747], [2.00755, -2.66172, -0.31221], [3.12345, -3.56307, -0.63388], [-2.07452, -1.37556, -0.39371], [-1.92556, -2.32765, -0.90560], [-1.29614, -1.37963, 0.03207], [-3.29187, 0.82876, -0.54034], [-3.25431, -0.20121, -0.64850], [-3.74421, 1.06867, -1.38397], [-3.72520, 2.04283, 1.72185], [-4.71402, 2.11157, 1.18779], [-3.20826, 2.37550, 0.84854], [0.54378, 2.21820, -4.28758], [0.69793, 1.28390, -4.06073], [-0.34502, 2.40644, -3.86944], [-4.48244, -1.10629, 1.91489], [-3.94474, -0.68974, 2.67199], [-3.93724, -0.71138, 1.18029], [4.62394, 0.49592, 0.58963], [4.77278, 1.37474, 0.74964], [4.03260, 0.36515, 1.33676], [2.78910, -1.13152, 2.15789], [3.09744, -1.86724, 1.66246], [2.44164, -1.50575, 2.96120]], "forces_ev_per_angstrom": [[-3.4, 1.5, -2.5], [0.1, -1.6, 1.4], [3.5, 0.0, 1.2], [1.5, -1.3, 1.1], [-1.9, 0.5, -1.5], [0.2, 0.8, 0.1], [1.2, -2.1, 2.6], [-0.9, 0.1, -1.2], [-0.5, 1.6, -1.7], [0.8, -0.6, 0.8], [-0.9, 0.9, 0.3], [-0.2, -0.1, 0.2], [-1.0, 0.8, 2.7], [0.1, 0.5, 0.2], [0.8, -1.2, -2.8], [4.8, 4.1, -2.9], [0.2, -1.3, -2.3], [-4.3, -2.9, 4.1], [-2.7, -0.6, -0.5], [0.7, 0.9, 0.2], [0.8, 0.4, 0.4], [0.0, -0.1, 0.0], [0.3, 1.4, 0.3], [-0.8, -1.4, 0.1], [0.0, 2.3, 0.0], [1.2, -2.2, 0.4], [-0.8, -0.4, -0.1], [-3.4, 0.5, 2.8], [2.8, 0.5, -0.4], [1.0, -1.1, -2.4], [-2.3, 0.0, -1.3], [0.2, -0.4, -0.2], [2.5, -0.3, 1.4], [-0.7, 3.8, 0.3], [0.3, -3.1, -0.3], [0.5, -0.5, 0.0], [-4.1, -3.7, -4.6], [-0.8, 3.5, 2.0], [4.4, 0.4, 2.6], [-0.8, -1.7, -1.1], [0.7, 1.8, 0.7], [0.4, 0.4, 0.5], [-2.7, 1.4, -5.6], [3.5, -0.4, 2.7], [-1.0, -1.1, 2.7], [-1.1, 0.4, 1.3], [-0.5, 0.2, -0.4], [1.2, -0.6, -1.2], [2.1, 2.1, 0.6], [-1.4, -1.1, -1.2], [-1.0, -0.9, 0.7], [0.1, -2.8, 0.0], [1.3, 3.8, -0.1], [-0.1, -1.0, 0.1], [0.1, 0.8, -0.4], [0.7, -1.0, -1.0], [-0.6, 0.0, 0.9]], "charge": 1, "e_above_lowest_ev": 3.342, "max_force_ha_per_bohr": 0.13977, "total_energy_ha": -1451.7998, "multiplicity": 2, "s2": 0.76}

=====

Record 3
{"formula": "H39O19", "method": "ωB97M-V/def2-TZVPD", "species": ["O", "H", "H", "O", "H", "H", "O", "H", "H", "O", "H", "H", "O", "H", "H", "O", "H", "H", "O", "H", "H", "O", "H", "O", "H", "H", "O", "H", "H", "O", "H", "H", "O", "H", "H", "O", "H", "H", "O", "H", "H", "O", "H", "H", "O", "H", "H", "O", "H", "H", "O", "H", "H", "O", "H", "H", "H", "H"], "xyz": [[0.25326, -0.95471, -3.74291], [-0.70769, -5.10169, -1.75576], [-0.68616, -0.85669, -3.53540], [1.85240, -0.23232, 3.25283], [1.19269, 0.47292, 3.41272], [0.05467, 3.97301, -1.45886], [-3.22646, -2.43601, -2.51763], [-4.70463, 2.32665, 0.78234], [0.71102, -4.94500, -1.74819], [-1.13368, 2.76627, -0.12032], [2.17398, -3.42108, 2.82582], [-2.69261, -3.15897, -2.18285], [1.58785, 2.43171, 3.65941], [2.50908, 2.65426, 3.87406], [-0.74871, -2.92810, -0.30791], [-1.51096, -2.31355, -0.21726], [-1.66537, 0.97033, 4.06543], [2.00630, 1.40360, -2.83380], [2.27322, -3.39677, 1.86631], [1.21882, -1.96598, 0.90251], [2.63606, -0.16797, 3.79642], [-0.05260, -4.49399, -2.14117], [1.74202, 2.62358, 2.69189], [1.76694, 1.36417, 1.08463], [2.16232, 0.48993, 1.22009], [1.66036, 1.72966, 0.21422], [-0.11803, 3.63325, -2.37283], [-2.03661, 2.48638, 0.09339], [1.68225, 0.58499, -4.63530], [1.13215, -1.07872, 0.52916], [-3.99528, -1.90558, -2.33706], [1.00420, 2.74280, -2.40056], [-3.80151, 2.30447, 1.10191], [-3.54963, 1.47788, 1.52115], [-0.91112, 3.33456, -1.72969], [-1.03270, -0.29300, 1.54923], [-1.54167, -2.26321, -1.19676], [-0.78004, 0.13873, -0.73795], [-2.44611, 0.55301, 3.67072], [-2.65343, -0.19446, 4.25130], [1.99146, -0.36335, -3.51496], [-1.54202, 2.94539, 3.13282], [-1.37582, 3.86567, 3.37039], [3.06933, -2.85514, 1.78666], [-0.36866, 0.14559, -1.61194], [-2.49910, 2.94661, 2.99971], [-0.20525, -0.80344, -1.67946], [1.67566, 1.96677, -2.02664], [0.27179, -1.55369, -4.50234], [1.05934, 1.26325, -1.68877], [2.37850, 0.39294, -3.99047], [-1.46809, -0.16720, 2.41990], [-0.47131, 2.51379, 0.53503], [2.86146, -2.64735, -2.08530], [3.78710, -2.42779, -1.93240], [2.33026, -2.06889, -1.50133], [-1.46456, -0.91820, 0.93914], [0.34536, -0.58936, 0.95658]], "forces_ev_per_angstrom": [[-0.7, -0.7, -0.6], [-0.4, 0.3, -0.5], [0.1, 0.1, -0.1], [-0.7, -1.0, -0.6], [1.3, -0.1, 0.3], [1.8, 1.3, -0.9], [1.8, 0.8, -2.5], [-0.1, -0.5, 0.2], [0.6, 0.6, -0.4], [0.2, 0.3, -0.8], [-0.3, -0.1, 0.0], [-1.8, 0.0, 0.9], [1.2, 1.3, -1.5], [-0.3, -0.2, 1.0], [0.0, 0.2, 1.4], [1.2, -1.2, -1.9], [-0.2, 0.4, 0.0], [0.7, 0.4, -0.2], [0.3, 0.2, 0.2], [-0.1, 0.2, 0.5], [-0.3, 0.7, 0.5], [-0.3, -0.8, 1.1], [-1.1, -0.8, 0.8], [-0.4, 1.7, 1.2], [-0.4, -0.1, -0.8], [0.8, -0.8, -0.6], [-1.9, 0.1, 3.1], [0.1, 0.0, 0.8], [0.2, -0.1, -0.1], [-0.2, 0.1, -0.8], [-0.2, -1.0, 1.3], [-0.2, -0.6, 0.7], [0.9, 0.7, -0.2], [-0.6, -0.3, 0.1], [0.6, -1.1, -2.5], [-0.3, 0.6, -0.4], [-1.2, 0.9, 0.5], [0.0, 0.7, 0.2], [0.1, -0.7, 0.4], [-0.1, 0.2, -0.1], [0.2, -0.2, -0.3], [-0.2, 0.4, 0.0], [0.3, -0.1, 0.1], [0.0, -0.1, -0.3], [-0.4, 0.0, 0.5], [0.0, -0.2, -0.1], [0.7, 0.1, -0.2], [-0.3, -0.5, -1.0], [0.1, -0.1, 0.2], [-0.6, 0.1, 0.3], [0.0, 0.6, 0.5], [-0.3, -0.1, -0.6], [-0.7, -0.3, 0.5], [-0.5, 0.5, 0.2], [-0.1, 0.1, 0.1], [0.5, -0.4, -0.2], [-0.3, -0.3, 0.8], [1.5, -1.2, 0.0]], "charge": 1, "e_above_lowest_ev": 2.287, "max_force_ha_per_bohr": 0.07093, "total_energy_ha": -1452.6541}